Molecular formula: C18H54O18
Method: DFT, the ωB97M-V functional and the def2-TZVPD basis

Geometry (Å):
O -1.11550 -4.72551 -0.06653
H -3.55495 -2.75216 2.04542
H -0.45677 2.63922 2.93520
C -0.03792 -0.99703 -0.96644
C 4.08237 -3.97737 0.83009
H 2.91133 -5.93825 -4.10900
H 4.64517 -4.51924 0.07000
H -4.27860 -0.45553 1.23379
H 4.84415 -2.07673 -5.60894
H 0.75382 -5.78851 -1.61882
O 2.72752 -5.13888 -4.60781
O 2.32102 3.38231 -1.17555
H -4.01424 4.91593 1.62359
H 0.86428 1.49631 0.97406
H 2.09833 -2.50624 -4.94195
H -1.99911 -4.47841 -1.77306
H 2.34434 3.71173 5.25877
O 0.30827 2.18904 2.56960
H -0.82354 -7.30872 -1.08069
C 0.72120 1.40912 3.67209
H 2.18419 2.57437 -0.67545
H -0.10113 6.97209 2.19101
H 2.63422 2.37943 3.50056
H 2.33936 -2.46124 0.75122
H -0.26764 5.47968 4.21217
C -0.20596 0.38253 -0.24203
O 3.97310 -2.40255 -5.84708
C -0.39023 5.92468 2.10464
H 0.43932 4.16890 1.97435
C -4.01585 -2.65580 1.06237
H -0.00872 1.32565 4.47730
H 2.85587 -3.33603 -0.74541
H 5.49763 -4.21104 2.12887
H -4.70735 2.77994 1.20344
H 0.96927 0.37700 3.42455
H -0.66834 4.03670 -2.47008
H 1.27872 2.56765 -2.77317
H 3.29261 -1.81010 -3.99953
O 0.60912 5.05517 1.64679
C 3.35847 -4.03373 -3.93282
H -1.92611 5.90932 3.79383
O 0.16661 5.17671 -1.05222
O 0.97858 0.95986 0.18618
H -4.72152 -3.48060 0.96320
H -0.36760 -3.75103 -1.60435
O -5.45990 -1.10545 -0.15163
H -4.88265 3.72756 -0.14070
O -3.10287 -2.50563 0.03725
C 3.14674 -2.64895 -4.68009
H 2.48132 1.43598 5.01038
C 0.05780 3.92036 -1.66553
H -0.19105 3.22079 -0.86754
O -1.45802 3.99108 3.28322
H 2.88711 -4.05568 -2.95025
H -5.03680 -0.33585 -0.53932
H 1.75031 4.24063 -2.98102
H -2.61439 1.72240 0.46504
H -2.49901 3.01833 -0.80950
O -3.38541 4.30709 1.22927
O 4.93167 -3.49026 1.84291
C 1.38213 3.51917 -2.25161
H -3.67941 -2.19048 -0.66266
O 0.66794 -0.79114 -2.14148
O -0.86950 -7.02542 -1.99679
C -0.98266 -4.62960 -1.40962
H 1.59604 -0.60178 -1.98537
C -0.23199 -5.76270 -2.08317
C -1.04008 5.37549 3.45021
H -0.66593 1.13731 -0.87987
O 4.00623 -1.78655 -0.25677
H 3.43780 -4.75519 1.23951
H -1.75314 -4.04244 0.15356
H 0.03361 -5.62543 -3.13137
H 4.40892 -4.22788 -3.71610
H -1.14566 5.85930 1.32160
C 1.95509 2.06634 4.29356
H -0.92093 0.20764 0.56192
H 0.33663 5.06984 -0.11346
H -2.24707 4.04073 2.73866
H 4.57059 -1.59718 0.49638
C -4.08890 3.29973 0.47170
C -4.86163 -1.36830 1.11119
O 1.56236 3.27972 4.90738
H 0.46441 -1.79830 -0.42447
C 3.17980 -2.83962 0.16933
O -4.00463 1.58850 -1.07096
H -1.02745 -1.33733 -1.27159
H -3.55542 1.37833 -1.89293
H -5.53590 -1.27645 1.96267
C -3.15413 2.38271 -0.21377

The lowest unoccupied orbital energy (spin up / spin down) is 1.7 / 1.7 eV. The HOMO energy (spin up / spin down) comes out at 0.294 / -6.984 eV. Its total charge is -1. The expectation value of S² is 0.7504. The spin multiplicity is 2. The value obtained for the HOMO-LUMO gap (spin up / spin down) is 1.427 / 8.685 eV.

These are the Mulliken partial charges, in e, on atoms 1 to 4:
1. O -0.568
2. H 0.430
3. H 0.180
4. C 0.114


Molecular formula: C18H54O18
Method: DFT, the ωB97M-V functional and the def2-TZVPD basis

Geometry (Å):
C -1.18534 1.91163 5.99178
H -1.79070 -0.35160 -3.91573
H -0.04903 6.66014 1.37214
O -0.62727 0.93260 6.85923
O 1.40726 -4.47819 -1.91039
H -2.30472 -4.22823 0.72818
H -1.25769 1.16627 -1.82884
H 2.20396 -4.43135 -1.37088
H 2.20635 6.97081 0.49898
H -0.64602 4.25147 1.25355
C -0.40827 -2.69199 1.81578
C -0.14397 4.75608 0.43340
H -3.10253 -0.41290 -2.73646
H -3.00513 -3.70617 -1.95103
C 3.54595 -1.48209 0.01330
C -0.89837 1.03999 0.32684
H -0.03989 -3.93585 3.29232
H -0.57120 2.82431 5.99541
H 1.93555 -2.48523 -0.60698
H 0.64507 -2.39725 1.78365
O 0.25813 -0.17442 -1.46330
H -0.42002 -3.55283 -0.14131
H -6.01212 0.30981 3.25043
H -0.95825 -1.97102 2.43103
H -1.01118 -1.88923 -0.07825
H -3.58784 1.13175 2.57428
H 4.88539 0.04042 0.56757
C -1.00159 -2.83957 0.45309
H -1.75541 -2.83463 -3.88639
C -4.14167 0.28138 2.16424
C -0.44977 0.99150 -1.11412
H 2.48734 -2.87665 -4.62675
H -1.63260 1.84408 0.44997
C 3.04185 1.71222 -4.08547
H 2.76761 1.06210 -4.92806
O 2.15997 -1.75852 -0.01595
C -2.19517 -2.27108 -3.04436
H -1.35067 0.08368 0.60741
H -3.38039 -0.41224 1.80006
H 3.97970 -1.39133 -0.98662
H -1.95446 0.47358 4.57280
O -0.51451 -3.98297 2.45817
H 1.17665 5.58825 1.90872
H 3.82267 -0.38916 1.89574
H 2.81779 -4.53180 -4.03264
H 2.21129 2.37911 -3.85937
O -4.45924 -0.61576 4.37541
H 4.58532 -0.11991 -3.95642
H 0.15788 1.89923 -1.27787
H -5.49298 -1.27275 2.80011
H 1.28061 -2.44205 -2.38837
C 3.23599 0.82198 -2.88375
O -0.11963 1.10189 3.95508
H 3.82219 -2.06388 -3.12181
H -4.54085 0.22609 0.24201
H 0.93148 -0.35132 -0.78769
O 1.58055 6.39897 0.04774
H 0.59614 1.18747 4.59107
H 0.55879 -3.47216 -3.54171
H -1.36036 -2.19912 -2.33472
H -0.60050 5.51227 -1.30309
H 3.62460 1.39036 -2.03163
C 0.64874 5.90044 0.99050
C 2.63717 -3.49956 -3.73536
H -2.12850 2.29453 6.40363
O -2.36316 -3.28659 0.53712
C 1.41054 -3.42722 -2.85511
O 4.09760 -0.30881 -3.14889
O -4.81059 0.78019 0.97930
H 4.11763 -2.31394 0.45721
C 3.85833 -0.23503 0.80934
H -1.84510 2.16669 4.00043
O -3.27938 -2.93796 -2.45600
C -2.64135 -0.94338 -3.58557
H 2.28975 0.43201 -2.49723
O 3.78272 -3.03110 -3.03771
H 0.13451 1.31099 7.30334
O 4.14967 2.53282 -4.36903
C -5.11544 -0.30573 3.14197
C -1.36266 1.39060 4.60159
O 0.27207 1.32694 1.09545
H 0.05223 1.16019 2.02342
H 0.53201 4.06800 -0.08351
O -3.59844 -1.10860 -4.61498
H 4.90802 2.02665 -4.67048
O -1.08621 5.24293 -0.51843
O 2.99531 0.84783 0.50683
H -4.49104 0.15907 4.94372
H -4.22284 -1.77108 -4.29913
H 2.10163 0.59291 0.77808

The lowest unoccupied orbital energy is 0.1 eV. The HOMO energy comes out at -9.943 eV. Its total charge is 0. As for the SMILES: OCCO.OCCO.OCCO.OCCO.OCCO.OCCO.OCCO.OCCO.OCCO. The value obtained for the HOMO-LUMO gap is 10.075 eV.

These are the Mulliken partial charges, in e, on atoms 1 to 4:
1. C -0.825
2. H 0.142
3. H 0.300
4. O -0.517


Molecular formula: C18H54O9
Method: DFT, the ωB97M-V functional and the def2-TZVPD basis

Geometry (Å):
O -13.08065 -28.73410 64.97450
H -6.37571 -29.60296 69.61581
H -12.05082 -25.16738 68.51073
C -8.04701 -22.74849 69.75277
H -6.63240 -26.51510 64.53007
O -7.85777 -30.30547 65.14952
H -1.93922 -24.91299 67.86906
H -6.57536 -21.42278 70.36496
H -9.42082 -29.81534 63.24264
H -13.66870 -27.53153 63.44688
H -5.77815 -24.60104 68.38679
H -12.08503 -28.52739 62.96411
H -4.90053 -23.30946 68.96037
H -8.14335 -28.05001 66.72238
H -12.29793 -25.42130 71.28975
O -8.76676 -22.48436 70.92222
C -11.44648 -25.25082 70.56768
H -6.68543 -27.03772 60.99632
O -6.72541 -26.29655 63.58259
H -5.07509 -30.66097 66.47252
C -11.83228 -26.83927 64.29494
H -9.16407 -23.12276 71.30543
H -6.43106 -21.68860 68.52932
H -9.14048 -31.52251 65.80283
C -3.68686 -24.95891 68.18357
H -9.91390 -29.78643 65.70954
H -7.38080 -30.33600 66.03424
H -10.68872 -30.87142 63.61398
O -2.46066 -24.20405 68.21400
H -9.05868 -25.33627 67.36496
O -10.65615 -24.47299 71.58784
H -1.96797 -28.39432 66.47023
H -3.00620 -26.65385 65.23032
H -3.89148 -25.70494 68.94250
H -5.36528 -31.63701 68.49624
O -5.72202 -30.14477 67.08372
H -10.86692 -26.23390 70.37417
C -11.80373 -24.49544 69.39122
C -7.62078 -27.13528 67.12592
H -13.42105 -29.61054 64.65879
H -7.66196 -25.22755 66.32122
C -6.12375 -31.06567 68.00844
H -7.33965 -31.00134 69.80452
C -7.60838 -26.63564 61.45258
H -11.31607 -26.39814 63.56684
H -12.52902 -23.66761 69.46467
C -7.24168 -21.54310 69.46680
H -7.64084 -28.10682 63.06861
H -7.40626 -23.55957 69.70124
H -10.59027 -24.95106 72.47369
C -9.63146 -30.79380 63.72618
H -8.51355 -27.19157 60.92704
O -2.63769 -28.03256 63.87065
H -11.17850 -27.29024 64.80892
C -3.02504 -28.56690 66.23834
H -3.07354 -29.76710 65.87660
O -6.42510 -27.33179 66.41692
H -8.72690 -26.00951 65.60399
C -12.79768 -27.96487 63.81959
C -7.75739 -27.01207 62.91032
H -12.25648 -26.18309 64.80228
H -7.77890 -30.01959 68.78266
H -4.97681 -23.29474 67.29104
H -8.81713 -23.08360 69.13113
C -8.37075 -25.89453 66.59503
C -6.87098 -30.34990 69.08051
H -4.40729 -27.92451 64.69430
H -8.60216 -26.80859 63.37181
H -7.94779 -20.79073 69.21762
H -10.86453 -23.87547 68.93422
H -1.71400 -28.33367 64.05528
H -5.94532 -28.13031 66.73237
H -6.53071 -31.87510 67.47752
C -9.19986 -30.59068 65.19153
C -4.93443 -23.91529 68.24487
H -3.69226 -25.35437 67.09631
H -7.38564 -27.06251 68.20687
C -3.36432 -27.67667 65.07250
H -7.71501 -25.60885 61.32167
H -3.92871 -28.43974 66.98148
H -9.09805 -31.54165 63.02686

The lowest unoccupied orbital energy is 0.3 eV. The HOMO energy comes out at -9.533 eV. Its total charge is 0. As for the SMILES: CCO.CCO.CCO.CCO.CCO.CCO.CCO.CCO.CCO. The value obtained for the HOMO-LUMO gap is 9.789 eV.

These are the Mulliken partial charges, in e, on atoms 1 to 4:
1. O -0.540
2. H 0.342
3. H 0.225
4. C 0.183


Molecular formula: C18H54O9
Method: DFT, the ωB97M-V functional and the def2-TZVPD basis

Geometry (Å):
H -1.11430 0.74603 -3.72321
C -1.94677 4.50768 3.03348
H -0.82060 -5.41050 -0.88361
C 0.60680 0.47881 -5.09936
H 3.40176 -2.85665 1.61276
C 2.64130 -1.04748 1.70854
H 3.10748 4.15867 3.43980
H 0.36861 -6.99534 0.14413
H 0.11876 -0.42512 -5.47992
H -0.73359 -5.01311 0.85034
O -4.27622 -0.06196 2.84646
C -0.50914 1.29312 -4.45995
H 1.02000 -4.87973 -5.01992
H -2.96449 2.71099 2.48005
O 0.02291 2.38895 -3.72811
H 1.68632 -0.53069 1.72328
H 3.78132 0.56012 0.63955
C -4.16880 0.50710 0.42551
H 1.43912 3.10655 1.64054
C -1.09503 -1.70054 2.55607
H 3.21840 -0.81222 2.60736
H -1.41622 -1.12052 1.68738
H -1.91745 -2.39356 2.74389
H -1.25408 0.83590 4.60585
C 1.81069 -2.99404 -4.37653
H 1.49704 -4.02733 -0.88307
H -1.20393 2.53878 2.38811
O 0.80529 -6.14358 0.22173
C -0.16958 0.94202 -0.33680
H -5.82204 -0.12819 1.58089
H -5.37604 1.47086 1.99958
H -1.41428 4.19863 3.94676
C 0.56266 -3.79929 -0.36493
H -1.05760 0.47184 0.08632
H 2.73947 -3.48560 -4.09734
C -0.15147 -5.12287 -0.07197
O -1.63100 0.29517 3.90733
H -2.68479 4.21417 0.58556
H 1.14819 -0.68210 -0.57630
H -3.36558 1.24863 0.45206
H 3.07303 -0.70092 -0.43144
H -3.39658 0.34750 2.93060
H 3.06800 2.39742 1.67242
H -0.46484 -1.15175 4.66193
O 2.54587 -2.44103 1.49325
H -1.24054 1.61417 -5.20995
C 0.59736 -0.01589 -1.24524
H -3.69719 -0.46111 0.24004
C -4.93946 0.50439 1.72321
C 0.63259 -3.93075 -4.62688
C 3.00650 4.46921 2.39283
H 1.49234 -2.23230 -3.66802
H 2.33968 5.33385 2.36223
H 2.73358 3.52235 0.49908
H -0.09078 2.24506 -2.77141
H 2.01067 -2.55985 -5.35872
H 1.25921 0.33925 -2.02981
H -2.84930 5.03106 3.33466
O -0.23543 -3.35734 -5.59671
O -2.07685 3.51119 0.82319
C -2.03004 3.22460 2.22873
H -1.17593 2.64907 -0.53813
C -0.68657 -0.76848 3.66006
H 4.46760 -1.00344 0.62334
H 1.35267 0.20466 -4.35812
H -0.09734 -3.17910 -0.97081
H -0.15698 -0.63471 -1.74141
C 3.50358 -0.49150 0.54486
H -0.27867 -2.35360 2.24213
H 4.49894 5.66837 2.36383
O -0.51364 2.13667 -1.03986
O 4.33533 4.81205 1.95391
C 2.50199 3.32443 1.55125
H 0.90246 -3.18898 0.47331
H 0.47363 1.25032 0.49863
H -1.22317 5.22521 2.63944
H -4.77167 0.72733 -0.45543
H 0.27448 -0.31051 3.39062
H 0.08050 -4.24469 -3.73679
H 1.03986 1.01477 -5.94108
H -1.14802 -3.57059 -5.39607

The lowest unoccupied orbital energy is 0.2 eV. The HOMO energy comes out at -9.206 eV. Its total charge is 0. As for the SMILES: CCO.CCO.CCO.CCO.CCO.CCO.CCO.CCO.CCO. The value obtained for the HOMO-LUMO gap is 9.451 eV.

These are the Mulliken partial charges, in e, on atoms 1 to 4:
1. H 0.178
2. C -1.450
3. H 0.342
4. C -0.686


Molecular formula: C18H54O9S4
Method: DFT, the ωB97M-V functional and the def2-TZVPD basis

Geometry (Å):
H -1.80157 4.11161 -4.19460
H 1.42208 -2.05095 -0.68732
H -0.73104 -6.25471 -1.12074
C 0.75521 -2.95871 3.42665
C 3.59677 2.89865 -1.02121
C 4.97015 -1.36491 0.16110
H 1.06389 -4.90375 -2.10078
H -1.97697 1.82036 2.91895
H -0.70940 0.55881 1.47125
H 4.32389 -2.17769 2.20036
H -3.31478 2.72823 2.70580
H -0.08341 0.47748 -5.67477
H 2.90422 -3.08576 4.13060
H 3.65847 1.86124 -0.86913
H -4.69654 1.45702 -0.25256
S -1.89874 3.91930 4.09578
O 0.35448 0.37661 -3.01087
S -6.75310 0.77185 1.03122
C 1.14672 -1.09532 0.04522
H -6.73842 0.00412 -1.14670
H 4.90081 -0.31551 0.43866
H -8.18074 -0.24762 0.01007
H 1.55219 -1.01873 -3.70545
O 1.49788 3.57347 -0.00414
C 5.32433 -2.08349 1.51229
C -2.36393 2.94270 2.73640
H 1.29321 -0.94518 1.22042
H -0.95098 -2.09770 3.07872
H 2.45495 -1.32575 3.39833
C 2.26623 3.64998 -1.25106
H 6.93627 -2.12803 2.75515
C 2.07597 -2.32701 3.87185
H 2.42167 4.67660 -1.51777
H -2.41990 2.42855 -1.32989
H -3.42826 3.77508 -0.34892
H 0.47637 -3.62814 4.28342
H 2.18352 -5.94069 -1.13189
H 0.04620 2.33805 3.91990
H -2.12978 3.46377 1.75048
O -6.68812 -0.11394 2.25900
C -7.15420 -0.41906 -0.16988
H 1.02896 -4.95593 -0.47086
C 1.27110 -0.10518 -4.00563
O -1.00836 -1.25864 -1.43073
C 0.49927 -0.35467 -5.34360
C -5.05359 1.06215 0.73096
H 0.78571 -3.50142 2.36382
H 0.50446 3.69071 4.86188
C -3.01987 3.47047 -1.33043
O 0.23433 -7.46743 -2.39277
H -0.20375 3.94836 -3.85970
O -0.73553 4.83271 -0.87267
H 5.59222 -1.58776 -0.65400
H 4.29201 3.37787 -0.33095
S -0.65951 -1.23204 0.05540
H 4.02884 -1.79977 -0.24583
H -0.53918 1.17590 -0.05264
H -1.21851 2.84088 -3.08551
H -4.71028 -0.08327 0.63053
H 5.58817 -3.09769 1.42932
H 0.01758 -1.29058 -5.32637
H -4.53409 1.59372 1.44545
H 2.03338 -1.96656 4.85487
H -0.27450 -0.32346 -2.66993
H 1.71166 2.97182 -1.85541
H 0.33193 -7.26319 -0.27658
O 6.33198 -1.38364 2.26898
O -2.55942 3.37602 5.37608
C -0.13204 3.43760 4.04384
C -1.21044 3.77446 -3.28252
H -2.20900 0.58788 0.31709
H 1.21859 -0.60321 -6.32686
C 0.22526 -6.69015 -1.15829
H 4.07817 2.97773 -1.94744
H -3.86623 3.44083 -2.06832
H 1.01214 -7.68229 -2.75332
H 0.11413 4.06237 3.23316
H 1.34889 -0.15489 -0.29299
H -6.75501 -1.40117 0.12663
S -1.84621 4.71659 -1.94464
C -1.09072 0.43660 0.56523
C 1.23660 -5.51756 -1.29884
O -0.12502 -1.90662 3.33961
H 2.01779 0.67696 -4.16342
H 0.64247 3.82467 -0.08656

The lowest unoccupied orbital energy is 0.1 eV. The HOMO energy comes out at -8.790 eV. Its total charge is 0. The value obtained for the HOMO-LUMO gap is 8.887 eV.

These are the Mulliken partial charges, in e, on atoms 1 to 4:
1. H 0.365
2. H 0.153
3. H 0.270
4. C 0.090


Going through the records in order, we get relative energy (zero: lowest compared OMol25 entry of this formula, charge and spin) values of 31.6; 80.4; 1150.1; 384.7; 0.0 kJ/mol.
Going through the records in order, we get molar mass values of 558.61; 558.61; 414.62; 414.62; 542.89 g/mol.
Going through the records in order, we get max |F| values of 3.0; 1.8; 9.5; 2.6; 8.2 eV Å⁻¹.